Entry 1:
Entry from the Open Molecules 2025 dataset: a molecular structure, C50H35BrF4N5P2Tc (ωB97M-V/def2-TZVPD).

```
! wB97M-V def2-TZVPD RIJCOSX def2/J DEFGRID3
* xyz 3 2
Tc -0.0767 -0.2448 -1.1117
N 2.0929 3.5620 -1.1836
C 1.5651 2.4121 -1.5442
N 0.8608 1.6393 -0.7443
C 0.6456 2.0468 0.5811
N -0.0612 1.3355 1.4083
N -0.4949 0.1564 0.8365
C -1.2114 -0.6749 1.4950
C -1.5476 -1.9245 0.7946
C -2.3106 -2.9174 1.3691
C -2.5717 -4.0693 0.6365
C -2.0581 -4.1823 -0.6440
C -1.3069 -3.1401 -1.1671
N -1.0506 -2.0329 -0.4641
C 1.2195 3.3057 1.0229
C 1.0710 3.7771 2.3337
C 1.6555 4.9671 2.7034
C 2.3885 5.7134 1.7731
C 2.5387 5.2720 0.4754
C 1.9531 4.0645 0.1171
H 2.6039 4.1035 -1.8693
H 1.7313 2.0943 -2.5667
H -1.5293 -0.4655 2.5096
H -2.6964 -2.7841 2.3705
H -3.1717 -4.8633 1.0599
H -2.2430 -5.0592 -1.2483
H -0.9091 -3.1743 -2.1727
H 0.4912 3.1970 3.0377
H 1.5472 5.3317 3.7152
H 2.8405 6.6496 2.0713
H 3.0932 5.8549 -0.2493
F 4.2758 -5.7818 -2.5648
C 3.7683 -4.8145 -1.8391
C 3.8559 -4.8626 -0.4586
F 4.4558 -5.8783 0.1221
C 3.3119 -3.8419 0.3134
F 3.4628 -3.9296 1.6286
C 2.6529 -2.7692 -0.2681
P 1.8955 -1.3869 0.6299
C 3.3293 -0.4005 1.1313
C 4.0435 -0.7432 2.2834
C 5.1924 -0.0462 2.6201
C 5.6460 0.9882 1.8125
C 4.9521 1.3240 0.6594
C 3.7988 0.6330 0.3204
C 1.2431 -2.0939 2.1474
C 1.1663 -1.3028 3.2993
C 0.6809 -1.8418 4.4805
C 0.2641 -3.1667 4.5216
C 0.3104 -3.9495 3.3756
C 0.7859 -3.4135 2.1900
C 2.6273 -2.7370 -1.6627
Br 1.9864 -1.1658 -2.5117
C 3.1552 -3.7273 -2.4571
F 3.1091 -3.6647 -3.7748
H 3.7122 -1.5576 2.9135
H 5.7398 -0.3175 3.5123
H 6.5507 1.5196 2.0751
H 5.3214 2.1146 0.0191
H 3.2842 0.8702 -0.5935
H 1.5011 -0.2742 3.2775
H 0.6431 -1.2344 5.3747
H -0.0859 -3.5940 5.4518
H -0.0097 -4.9822 3.4120
H 0.8298 -4.0363 1.3042
C -2.7379 5.0522 -2.8726
C -3.7220 4.5147 -2.0583
C -3.5606 3.2505 -1.5065
C -2.4015 2.5222 -1.7744
C -1.4216 3.0621 -2.6084
C -1.5875 4.3232 -3.1528
P -2.2814 0.7959 -1.2620
C -3.4786 0.5228 0.0301
C -3.4726 1.3440 1.1637
C -4.3898 1.1177 2.1762
C -5.3138 0.0824 2.0584
C -5.3209 -0.7322 0.9341
C -4.3981 -0.5187 -0.0800
C -2.4576 -0.1461 -2.7401
C -3.4277 -0.3364 -3.7144
C -3.0058 -0.8489 -4.9299
C -1.6533 -1.1210 -5.1552
C -0.6904 -0.9219 -4.1746
C -1.1040 -0.4355 -2.9241
H -2.8717 6.0350 -3.3036
H -4.6235 5.0758 -1.8548
H -4.3392 2.8421 -0.8769
H -0.5554 2.4716 -2.8739
H -0.8345 4.7360 -3.8109
H -2.7679 2.1639 1.2467
H -4.3990 1.7543 3.0506
H -6.0434 -0.0775 2.8410
H -6.0540 -1.5220 0.8409
H -4.4060 -1.1485 -0.9630
H -4.4666 -0.0831 -3.5471
H -3.7207 -1.0104 -5.7252
H -1.3466 -1.4963 -6.1229
H 0.3384 -1.1541 -4.4009
*
```

The LUMO energy (spin up / spin down) is -9.1 / -9.4 eV. As for the max |F|: 0.0362 Eh/bohr. The frontier orbital gap (spin up / spin down) comes out at 6.925 / 6.652 eV. As for the energy above the lowest of the compared OMol25 structures with the same formula, charge and spin: 191.9 kJ/mol.

=====

Entry 2:
Entry from the Open Molecules 2025 dataset: a molecular structure, C50H36N4O2P2Pb (ωB97M-V/def2-TZVPD).

```
! wB97M-V def2-TZVPD RIJCOSX def2/J DEFGRID3
* xyz 2 1
Pb 0.9564 -1.2187 -0.5255
O 8.5895 -4.1862 -0.9201
C 8.4643 -4.3566 0.2206
O 8.3198 -4.5178 1.3599
C 5.8540 -2.7555 0.1049
C 5.0729 -2.7107 1.2195
C 3.7611 -2.2862 1.0065
N 3.3227 -1.9506 -0.2149
C 4.1306 -2.0310 -1.2803
C 5.4582 -2.4452 -1.1595
C 3.5478 -1.7043 -2.6145
C 4.3098 -1.6745 -3.7745
C 3.6815 -1.4239 -4.9843
C 2.3145 -1.2082 -5.0076
C 1.6299 -1.2318 -3.8058
N 2.2348 -1.4694 -2.6458
C 2.7817 -2.2296 2.1333
C 3.1437 -2.4900 3.4493
C 2.1670 -2.4749 4.4314
C 0.8560 -2.1979 4.0809
C 0.5812 -1.9272 2.7531
N 1.5203 -1.9403 1.8107
H 5.4401 -3.0047 2.1910
H 6.1190 -2.5378 -2.0081
H 5.3755 -1.8417 -3.7534
H 4.2587 -1.4032 -5.8987
H 1.7865 -1.0244 -5.9323
H 0.5610 -1.0566 -3.7654
H 4.1656 -2.7060 3.7199
H 2.4309 -2.6843 5.4593
H 0.0626 -2.1942 4.8143
H -0.4276 -1.7020 2.4243
N -2.2889 -10.8471 -1.6550
C -1.9197 -9.7659 -1.5381
C -1.4567 -8.4122 -1.3908
C -2.3544 -7.3552 -1.5239
C -1.9082 -6.0554 -1.3799
C -0.5643 -5.7987 -1.1018
C 0.3282 -6.8639 -0.9716
C -0.1140 -8.1655 -1.1153
C -0.1030 -4.4480 -0.9505
C 0.2962 -3.3099 -0.8241
H -3.3940 -7.5598 -1.7392
H -2.5982 -5.2291 -1.4822
H 1.3695 -6.6648 -0.7585
H 0.5733 -8.9942 -1.0159
C -2.8664 3.0902 -0.4148
P -1.5212 1.7827 -0.2160
C -0.1328 2.8556 0.2974
C 0.0955 4.1441 -0.1994
C 1.1192 4.9309 0.3097
C 1.9344 4.4363 1.3192
C 1.7227 3.1581 1.8183
C 0.6930 2.3769 1.3136
C -1.2556 1.4440 -1.9995
C -0.3005 2.0781 -2.7951
C -0.2508 1.8288 -4.1594
C -1.1520 0.9455 -4.7416
C -2.0812 0.2830 -3.9524
C -2.1253 0.5237 -2.5851
P -2.8245 4.2462 0.9665
C -2.4444 3.4698 2.5261
C -1.4888 4.0628 3.3511
C -1.2030 3.4949 4.5828
C -1.8642 2.3407 4.9807
C -2.8068 1.7428 4.1522
C -3.1012 2.3025 2.9207
C -4.2255 5.3033 1.0441
C -4.6105 5.8522 2.2787
C -5.6847 6.7173 2.3350
C -6.3674 7.0547 1.1705
C -5.9788 6.5293 -0.0586
C -4.9065 5.6639 -0.1301
H -3.8379 2.5933 -0.4771
H -2.7246 3.6592 -1.3366
H -0.5139 4.5383 -1.0063
H 1.2851 5.9247 -0.0849
H 2.7354 5.0468 1.7147
H 2.3535 2.7755 2.6104
H 0.5075 1.3930 1.7304
H 0.4051 2.7695 -2.3527
H 0.4857 2.3334 -4.7717
H -1.1271 0.7698 -5.8095
H -2.7749 -0.4167 -4.3999
H -2.8514 -0.0003 -1.9719
H -0.9685 4.9567 3.0274
H -0.4701 3.9546 5.2320
H -1.6488 1.9050 5.9475
H -3.3210 0.8461 4.4708
H -3.8416 1.8388 2.2801
H -4.0783 5.5833 3.1824
H -5.9954 7.1307 3.2845
H -7.2078 7.7340 1.2203
H -6.5154 6.7995 -0.9574
H -4.6043 5.2615 -1.0890
*
```

The LUMO energy (spin up / spin down) is -5.5 / -7.3 eV. As for the max |F|: 0.0032 Eh/bohr. The frontier orbital gap (spin up / spin down) comes out at 6.762 / 4.914 eV. As for the energy above the lowest of the compared OMol25 structures with the same formula, charge and spin: 0.0 kJ/mol.

=====

Entry 3:
Entry from the Open Molecules 2025 dataset: a molecular structure, C50H38CrIN6 (ωB97M-V/def2-TZVPD).

```
! wB97M-V def2-TZVPD RIJCOSX def2/J DEFGRID3
* xyz -1 5
Cr 0.0160 -0.4997 0.2616
C 6.2386 -4.6206 -1.7493
C 5.7399 -3.6475 -2.6046
C 4.6064 -2.9266 -2.2555
C 3.9533 -3.1649 -1.0499
C 4.4654 -4.1386 -0.1971
C 5.5967 -4.8641 -0.5424
C 2.7413 -2.3797 -0.6674
C 1.5217 -3.0172 -0.7237
C 1.3575 -4.3960 -1.0799
C 0.0457 -4.6906 -0.9829
C -0.6533 -3.4817 -0.6103
N 0.2737 -2.4632 -0.4180
C -2.0520 -3.4388 -0.5629
C -2.7311 -2.2261 -0.3246
C -4.1005 -1.9119 -0.4804
C -4.6435 -0.6117 -0.4398
C -3.8956 0.4839 -0.7549
C -2.3472 1.9471 -1.1380
C -2.3763 2.5752 -2.5296
C -1.2655 3.2375 -3.0447
C -1.2723 3.7501 -4.3362
C -2.3867 3.6057 -5.1465
C -3.4954 2.9312 -4.6526
C -3.4870 2.4229 -3.3636
C -1.1701 2.4061 -0.3149
N -0.1208 1.6106 0.1076
C 0.7414 2.4398 0.7856
C 2.0374 2.0462 1.2650
C 2.6462 2.9353 2.2805
C 1.8679 3.3093 3.3835
C 2.3739 4.1148 4.3896
C 3.6787 4.5863 4.3253
C 4.4607 4.2403 3.2344
C 3.9520 3.4294 2.2284
C 2.6920 0.8992 0.7736
C 4.0897 0.6516 0.7045
C 4.2650 -0.5434 0.0575
C 2.9781 -1.0654 -0.2117
N 2.0228 -0.1794 0.2239
C 0.2417 3.7456 0.7963
C -0.9630 3.7151 0.0842
N -1.9566 -1.2847 0.2971
C -2.8654 -4.6326 -0.9154
C -2.8297 -5.2125 -2.1822
C -3.6197 -6.3114 -2.4885
C -4.4752 -6.8455 -1.5345
C -4.5302 -6.2718 -0.2711
C -3.7307 -5.1791 0.0320
H 7.1225 -5.1843 -2.0197
H 6.2339 -3.4495 -3.5478
H 4.2153 -2.1638 -2.9176
H 3.9652 -4.3181 0.7470
H 5.9794 -5.6165 0.1358
H 2.1592 -5.0620 -1.3544
H -0.4250 -5.6447 -1.1497
H -4.7793 -2.7558 -0.5054
H -5.6791 -0.4969 -0.1357
H -0.3869 3.3488 -2.4239
H -0.3918 4.2618 -4.7045
H -2.3893 4.0054 -6.1523
H -4.3699 2.7905 -5.2756
H -4.3524 1.8708 -3.0172
H 0.8547 2.9348 3.4495
H 1.7418 4.3663 5.2326
H 4.0769 5.2170 5.1102
H 5.4751 4.6110 3.1490
H 4.5752 3.2286 1.3696
H 4.8793 1.2961 1.0435
H 5.1993 -1.0240 -0.1820
H 0.7265 4.6027 1.2339
H -1.5819 4.5598 -0.1789
H -2.1700 -4.7878 -2.9297
H -3.5730 -6.7468 -3.4793
H -5.0952 -7.7005 -1.7724
H -5.1901 -6.6789 0.4851
H -3.7607 -4.7364 1.0210
C -4.2418 3.8612 1.1668
C -3.9490 2.3980 0.9680
C -3.8216 1.9624 -0.4723
C -2.4903 0.3977 -1.2247
N -1.9684 -0.0497 0.0544
N -3.8382 1.5484 1.9045
C -2.0503 -0.3925 -2.4467
H -5.2187 4.1023 0.7392
H -3.5023 4.4742 0.6534
H -4.2418 4.1254 2.2241
H -4.4898 2.5885 -1.0704
H -3.9404 2.0335 2.7983
H -2.8490 -1.0356 -2.8155
H -1.1953 -1.0411 -2.2305
H -1.7616 0.2863 -3.2478
I -0.4555 -2.3165 3.2008
C -0.0261 -0.4385 2.2716
H -0.8157 0.2478 2.5715
H 0.9454 -0.1395 2.6550
*
```

The LUMO energy (spin up / spin down) is 2.4 / 1.8 eV. As for the max |F|: 0.0283 Eh/bohr. The frontier orbital gap (spin up / spin down) comes out at 5.152 / 5.421 eV.